Below is a 3-piece molecular cluster, C4H14NO2 overall in a non-equilibrium geometry, with properties calculated with ωB97M-V/def2-TZVPD.

The geometry in XYZ format:
```
21
Properties=species:S:1:pos:R:3:forces:R:3
C -0.78459 -0.20255 -0.85309 -1.192 -1.288 -2.406
N 0.39909 -0.19278 0.04366 -0.429 -0.602 -1.419
C 0.66415 1.30316 0.17775 2.316 -1.177 1.003
C -0.72935 1.85628 0.34054 -1.072 1.439 2.752
C -1.51362 1.19357 -0.72767 -1.185 -2.672 0.066
H -0.60487 -0.41445 -1.95859 0.800 0.388 1.505
H -1.27764 -1.14361 -0.54745 -0.837 0.967 -0.085
H 1.06289 -0.91981 -0.30255 0.765 1.500 -0.455
H 0.09627 -0.65643 0.92270 -0.252 1.445 -0.025
H 1.12432 1.69886 -0.76262 -0.237 -0.630 0.768
H 1.42163 1.26294 1.00959 -0.918 1.239 -0.641
H -1.24690 1.57808 1.32126 1.275 0.268 -0.916
H -0.76754 2.97566 0.32730 0.251 -0.996 -0.217
H -1.61984 1.77616 -1.61365 0.645 0.044 -1.035
H -2.56038 0.90890 -0.51344 0.405 0.648 0.544
H 2.87179 -2.56615 -0.89339 -0.182 -0.421 0.122
H 3.50042 -1.39450 -1.59601 -1.892 -0.305 0.435
O 2.60075 -1.73381 -1.28717 1.926 0.680 -0.431
H -0.84814 -2.06048 1.88536 0.441 -2.414 -0.160
H -1.98233 -1.24128 2.41900 0.286 0.213 -0.051
O -1.07361 -1.18583 2.08363 -0.914 1.673 0.646
```
Forces are in eV/Å.

Calculated total energy: -365.781218 hartree
Total charge: +1
Energy above the lowest of the compared OMol25 structures with the same formula, charge and spin: 130.0 kJ/mol
LUMO energy: -3.057 eV
E_HOMO: -15.10 eV
HOMO-LUMO gap: 12.040 eV

The molecule's natural (NBO) atomic charges, reported in e, are given here: C -0.24; N -0.56; C -0.21; C -0.45; C -0.43; H 0.24; H 0.22; H 0.47; H 0.45; H 0.23; H 0.24; H 0.23; H 0.26; H 0.24; H 0.24; H 0.49; H 0.50; O -0.97; H 0.48; H 0.51; O -0.95